No. 1
# C4H15N4P

One molecule with the formula C4H15N4P at a distorted geometry (ωB97M-V/def2-TZVPD, the OMol25 dataset).

Summary:
SMILES string   CN(C)P(=N)(N)N(C)C
LUMO level   0.782 eV
Multiplicity   1
DFT total energy   -19638.57849 eV
Energy above the lowest of the compared OMol25 structures with the same formula, charge and spin   70.71 kJ/mol

The geometry in XYZ format:
```
24
C4H15N4P ωB97M-V/def2-TZVPD
C 1.23269 0.95393 1.41702
N 1.40571 0.36457 0.16180
C 2.67913 0.27146 -0.50870
P 0.18396 -0.61859 -0.34503
N 0.50053 -2.10876 -0.09342
N 0.03078 -0.19551 -2.35200
N -1.25205 -0.05905 0.30044
C -1.91444 1.14147 -0.03990
C -1.90800 -1.03996 1.03613
H 0.80170 2.06763 1.36785
H 0.47732 0.58794 2.04164
H 2.18009 1.00733 2.00418
H 3.59652 -0.13293 -0.05760
H 2.52196 -0.44112 -1.34769
H 3.01310 1.22018 -1.08310
H 0.07772 -2.86947 -0.75056
H -0.93682 0.27980 -2.33213
H -0.00477 -1.16742 -2.59420
H -3.04468 1.03007 -0.23146
H -1.82135 1.83955 0.66056
H -1.47123 1.64539 -0.94622
H -2.65515 -1.43794 0.33912
H -1.22442 -1.79136 1.51460
H -2.46828 -0.54721 1.83866
```

=====

No. 2
# C4H15NO2

A 3-piece molecular cluster, C4H15NO2 overall at a distorted geometry (ωB97M-V/def2-TZVPD, the OMol25 dataset).

Summary:
SMILES string   CCNCC.O.O
LUMO level   0.858 eV
Multiplicity   1
DFT total energy   -9975.25618 eV
Energy above the lowest of the compared OMol25 structures with the same formula, charge and spin   176.57 kJ/mol

The geometry in XYZ format:
```
22
C4H15NO2 ωB97M-V/def2-TZVPD
C -2.20200 1.18567 1.11930
C -1.04326 0.32320 1.47349
N -0.30341 -0.08725 0.26237
C 0.79400 -1.09452 0.44282
C 1.40654 -1.71701 -0.82390
H -3.05224 0.72307 0.74458
H -2.63263 1.61592 2.07283
H -1.97978 2.12097 0.49358
H -1.56809 -0.47427 2.03190
H -0.46721 0.74408 2.22282
H -0.99971 -0.56353 -0.26791
H 0.56078 -1.96756 1.01899
H 1.67409 -0.70836 0.92052
H 2.01544 -0.88887 -1.25391
H 0.85723 -2.24817 -1.60439
H 2.09814 -2.48030 -0.36415
O -0.00588 -0.07877 -2.76619
H 0.24806 0.61095 -3.42902
H 0.20268 0.45996 -2.01727
O 1.41524 1.72598 -0.40889
H 0.74601 1.05315 -0.00111
H 2.23598 1.74566 0.13354
```

=====

The records above give, respectively, frontier orbital gap values of 9.4 10.7 eV.